2 unconnected molecules or ions with the total composition C5H12O at a distorted geometry. Source: OMol25; level of theory: ωB97M-V/def2-TZVPD.

## Properties
F_max = 1.7 eV/A
structure (SMILES) = C=COC.CC
energy relative to the best compared isomer or geometry (same formula, charge and spin) = 373.2 kJ/mol
lowest unoccupied orbital energy = 0.043 Eh

Last column: natural (NBO) charge in e.
Element x y z (Å)
1 C 0.30 1.15 -0.60  -0.555
2 C 0.45 -0.24 -0.66  0.031
3 O 1.31 -0.87 0.24  -0.546
4 C 2.63 -1.00 -0.24  -0.243
5 H 0.03 1.67 -1.51  0.224
6 H 0.93 1.70 0.08  0.228
7 H 0.35 -0.75 -1.62  0.186
8 H 3.20 -1.54 0.52  0.194
9 H 3.10 -0.02 -0.41  0.170
10 H 2.67 -1.56 -1.18  0.166
11 C -2.03 0.88 0.85  -0.578
12 C -1.96 -0.54 0.64  -0.568
13 H -0.99 1.30 0.16  0.222
14 H -1.77 1.23 1.85  0.212
15 H -2.88 1.40 0.43  0.215
16 H -0.86 -0.69 0.01  0.209
17 H -1.83 -1.17 1.51  0.221
18 H -2.65 -0.95 -0.09  0.211

***

A single C5H12O molecule at a distorted geometry. Source: OMol25; level of theory: ωB97M-V/def2-TZVPD.

## Properties
F_max = 1.2 eV/A
structure (SMILES) = CCOC(C)C
energy relative to the best compared isomer or geometry (same formula, charge and spin) = 98.8 kJ/mol
lowest unoccupied orbital energy = 0.044 Eh

Last column: natural (NBO) charge in e.
Element x y z (Å)
1 C 2.57 -0.15 -0.18  -0.611
2 C 1.37 0.54 0.45  -0.057
3 O 0.33 -0.28 0.10  -0.552
4 C -0.90 0.24 -0.22  0.103
5 C -1.46 -0.85 -1.12  -0.610
6 C -1.73 0.34 1.04  -0.630
7 H 2.53 -0.30 -1.28  0.212
8 H 2.72 -1.13 0.26  0.209
9 H 3.34 0.56 0.09  0.196
10 H 1.39 0.59 1.57  0.168
11 H 1.34 1.55 0.00  0.160
12 H -0.79 1.23 -0.71  0.162
13 H -2.47 -0.55 -1.41  0.197
14 H -1.52 -1.79 -0.54  0.210
15 H -0.88 -1.09 -2.02  0.216
16 H -1.34 1.12 1.70  0.208
17 H -1.75 -0.63 1.56  0.213
18 H -2.74 0.61 0.74  0.205

***

A molecular structure, C5H12O at a distorted geometry. Source: OMol25; level of theory: ωB97M-V/def2-TZVPD.

## Properties
F_max = 3.4 eV/A
energy relative to the best compared isomer or geometry (same formula, charge and spin) = 285.6 kJ/mol
lowest unoccupied orbital energy = 0.044 Eh

Last column: natural (NBO) charge in e.
Element x y z (Å)
1 C 2.62 -0.36 0.69  -0.601
2 C 1.61 -0.74 -0.38  -0.445
3 C 0.25 -0.11 -0.04  0.016
4 O -0.55 -0.08 -1.14  -0.514
5 C -1.66 0.69 -0.89  -0.031
6 C -2.59 0.18 0.21  -0.670
7 H 3.61 -0.76 0.47  0.212
8 H 2.30 -0.73 1.67  0.201
9 H 2.69 0.73 0.75  0.209
10 H 1.58 -1.85 -0.48  0.210
11 H 1.92 -0.38 -1.37  0.211
12 H -0.23 -0.57 0.84  0.165
13 H 0.07 1.30 0.30  0.074
14 H -2.17 0.79 -1.87  0.198
15 H -1.00 1.71 -0.28  0.117
16 H -3.60 0.56 0.07  0.222
17 H -2.22 0.54 1.18  0.208
18 H -2.65 -0.92 0.27  0.219

***

2 unconnected molecules or ions with the total composition C5H12O. Source: OMol25; level of theory: ωB97M-V/def2-TZVPD.

## Properties
F_max = 0.9 eV/A
energy relative to the best compared isomer or geometry (same formula, charge and spin) = 383.5 kJ/mol
lowest unoccupied orbital energy (alpha / beta) = 0.031 / 0.029 Eh

Last column: natural (NBO) charge in e.
Element x y z (Å)
1 C 1.68 1.01 -1.90  -0.603
2 C 0.50 0.34 -1.20  -0.395
3 C 0.95 -0.57 -0.06  -0.612
4 C -1.20 0.48 2.22  -0.139
5 O -1.67 -0.72 2.12  -0.349
6 C -2.22 -1.31 1.11  -0.162
7 H 2.25 1.63 -1.20  0.200
8 H 1.35 1.64 -2.73  0.207
9 H 2.37 0.26 -2.31  0.201
10 H -0.07 -0.25 -1.93  0.194
11 H -0.18 1.11 -0.82  0.186
12 H 1.66 -1.33 -0.42  0.201
13 H 1.46 0.01 0.72  0.202
14 H -0.76 0.74 3.17  0.175
15 H -1.27 1.15 1.36  0.152
16 H -2.55 -2.32 1.28  0.177
17 H 0.11 -1.10 0.40  0.211
18 H -2.39 -0.75 0.19  0.155

***

2 unconnected molecules or ions with the total composition C5H12O at a distorted geometry. Source: OMol25; level of theory: ωB97M-V/def2-TZVPD.

## Properties
F_max = 2.2 eV/A
structure (SMILES) = C1CCCC1.O
energy relative to the best compared isomer or geometry (same formula, charge and spin) = 56.4 kJ/mol
lowest unoccupied orbital energy = 0.032 Eh

Last column: natural (NBO) charge in e.
Element x y z (Å)
1 C -0.11 0.23 0.28  -0.409
2 C 1.02 -0.23 -0.64  -0.409
3 C 0.34 -1.35 -1.38  -0.407
4 C -1.06 -0.89 -1.64  -0.420
5 C -1.36 0.18 -0.61  -0.404
6 H 0.02 1.23 0.74  0.218
7 H -0.33 -0.49 1.09  0.197
8 H 1.91 -0.71 -0.19  0.208
9 H 1.37 0.59 -1.30  0.197
10 H 0.53 -2.27 -0.80  0.201
11 H 0.82 -1.48 -2.37  0.206
12 H -1.88 -1.65 -1.66  0.214
13 H -1.03 -0.41 -2.63  0.202
14 H -1.58 1.19 -1.02  0.201
15 H -2.21 -0.11 0.03  0.203
16 O 0.81 1.98 3.91  -0.940
17 H 1.60 1.39 3.85  0.471
18 H 1.14 2.80 4.34  0.470

***

A single C5H12O molecule at a distorted geometry. Source: OMol25; level of theory: ωB97M-V/def2-TZVPD.

## Properties
F_max = 2.8 eV/A
structure (SMILES) = CC(C)[C@@H](C)O
energy relative to the best compared isomer or geometry (same formula, charge and spin) = 171.5 kJ/mol
lowest unoccupied orbital energy = 0.035 Eh

Last column: natural (NBO) charge in e.
Element x y z (Å)
1 C -1.41 1.26 -0.34  -0.605
2 C -0.64 0.22 0.48  -0.254
3 C -1.14 -1.19 0.15  -0.614
4 C 0.85 0.40 0.20  0.147
5 C 1.83 -0.64 0.64  -0.737
6 O 1.00 0.12 -1.44  -0.842
7 H -1.06 2.28 -0.11  0.202
8 H -1.24 1.07 -1.40  0.228
9 H -2.48 1.21 -0.13  0.206
10 H -0.83 0.41 1.55  0.211
11 H -0.66 -1.97 0.76  0.208
12 H -2.22 -1.26 0.32  0.210
13 H -0.94 -1.42 -0.90  0.225
14 H 1.17 1.43 0.36  0.194
15 H 2.80 -0.28 1.01  0.216
16 H 1.87 -0.86 -0.47  0.316
17 H 1.47 -1.48 1.23  0.215
18 H 1.64 0.70 -1.90  0.473

***

2 unconnected molecules or ions with the total composition C5H12O at a distorted geometry. Source: OMol25; level of theory: ωB97M-V/def2-TZVPD.

## Properties
F_max = 3.0 eV/A
structure (SMILES) = C=CC.CCO
energy relative to the best compared isomer or geometry (same formula, charge and spin) = 169.6 kJ/mol
lowest unoccupied orbital energy = 0.035 Eh

Last column: natural (NBO) charge in e.
Element x y z (Å)
1 C 1.57 -0.13 2.00  -0.417
2 C 1.43 0.36 0.77  -0.157
3 C 2.51 1.07 0.03  -0.652
4 H 2.48 0.01 2.58  0.192
5 H 0.74 -0.62 2.51  0.196
6 H 0.42 0.14 0.22  0.181
7 H 2.69 0.60 -0.94  0.215
8 H 3.46 1.07 0.57  0.212
9 H 2.24 2.12 -0.14  0.222
10 C -2.39 -1.31 -0.76  -0.640
11 C -1.84 0.09 -0.54  -0.053
12 O -1.38 0.65 -1.76  -0.719
13 H -3.18 -1.29 -1.52  0.217
14 H -1.61 -1.98 -1.14  0.199
15 H -2.82 -1.72 0.16  0.215
16 H -2.63 0.74 -0.15  0.180
17 H -0.98 0.15 0.26  0.149
18 H -0.72 0.04 -2.13  0.460

***

A single C5H12O molecule at a distorted geometry. Source: OMol25; level of theory: ωB97M-V/def2-TZVPD.

## Properties
F_max = 1.6 eV/A
structure (SMILES) = CCCCOC
energy relative to the best compared isomer or geometry (same formula, charge and spin) = 367.5 kJ/mol
lowest unoccupied orbital energy = 0.031 Eh

Last column: natural (NBO) charge in e.
Element x y z (Å)
1 C -1.78 -0.88 0.35  -0.610
2 C -0.83 -0.03 -0.46  -0.394
3 C -0.46 1.35 0.05  -0.421
4 C 1.07 1.52 -0.14  -0.060
5 O 1.81 0.39 0.29  -0.588
6 C 1.50 -1.28 0.05  -0.314
7 H -1.52 -0.85 1.42  0.204
8 H -1.72 -1.93 0.03  0.200
9 H -2.82 -0.56 0.25  0.210
10 H -1.02 -0.06 -1.54  0.196
11 H 0.12 -0.53 -0.37  0.209
12 H -0.96 2.15 -0.50  0.205
13 H -0.69 1.43 1.12  0.198
14 H 1.28 1.81 -1.19  0.151
15 H 1.34 2.40 0.48  0.193
16 H 1.81 -1.48 1.06  0.214
17 H 2.20 -1.42 -0.75  0.208
18 H 0.66 -2.03 -0.15  0.200

***

A single C5H12O2 molecule. Source: OMol25; level of theory: ωB97M-V/def2-TZVPD.

## Properties
F_max = 0.4 eV/A
structure (SMILES) = CO[C@@H](C)CCO
energy relative to the best compared isomer or geometry (same formula, charge and spin) = 128.8 kJ/mol
lowest unoccupied orbital energy = 0.038 Eh

Last column: natural (NBO) charge in e.
Element x y z (Å)
1 C 1.25 -0.70 -1.61  -0.254
2 O 1.11 -0.01 -0.38  -0.576
3 C 0.09 -0.48 0.54  0.105
4 C 0.74 -0.79 1.90  -0.636
5 C -1.05 0.55 0.70  -0.451
6 C -1.50 1.13 -0.64  -0.060
7 O -0.49 1.94 -1.20  -0.737
8 H 1.85 -1.61 -1.51  0.176
9 H 1.76 -0.03 -2.32  0.199
10 H 0.28 -0.96 -2.06  0.175
11 H -0.34 -1.39 0.11  0.172
12 H 0.54 0.00 2.64  0.210
13 H 1.82 -0.85 1.76  0.231
14 H 0.39 -1.73 2.32  0.214
15 H -0.74 1.38 1.34  0.209
16 H -1.86 0.03 1.22  0.216
17 H -1.79 0.31 -1.32  0.143
18 H -2.39 1.75 -0.51  0.181
19 H 0.34 1.47 -1.00  0.484

***

2 unconnected molecules or ions with the total composition C5H12O2. Source: OMol25; level of theory: ωB97M-V/def2-TZVPD.

## Properties
F_max = 0.5 eV/A
energy relative to the best compared isomer or geometry (same formula, charge and spin) = 388.4 kJ/mol
lowest unoccupied orbital energy = 0.029 Eh

Last column: natural (NBO) charge in e.
Element x y z (Å)
1 C -1.27 -0.48 1.52  -0.259
2 O -0.07 -0.36 0.77  -0.569
3 C -0.16 0.47 -0.41  0.094
4 C -0.76 1.84 -0.11  -0.642
5 C 1.25 0.62 -0.95  -0.626
6 C 1.76 -2.62 -0.75  0.091
7 O 0.45 -2.57 -0.70  -0.661
8 H -1.56 0.47 1.97  0.181
9 H -1.07 -1.20 2.31  0.202
10 H -2.10 -0.85 0.90  0.172
11 H -0.80 -0.05 -1.14  0.172
12 H -0.17 2.37 0.64  0.215
13 H -1.80 1.79 0.23  0.213
14 H -0.76 2.43 -1.03  0.224
15 H 1.93 0.88 -0.14  0.220
16 H 1.28 1.41 -1.70  0.217
17 H 1.62 -0.30 -1.43  0.221
18 H 2.11 -1.92 0.07  0.039
19 H 0.12 -1.92 -0.04  0.496

***

A single C5H12O2 molecule. Source: OMol25; level of theory: ωB97M-V/def2-TZVPD.

## Properties
F_max = 0.3 eV/A
structure (SMILES) = CC[C@@H](O)[C@@H](C)O
energy relative to the best compared isomer or geometry (same formula, charge and spin) = 51.4 kJ/mol
lowest unoccupied orbital energy = 0.030 Eh

Last column: natural (NBO) charge in e.
Element x y z (Å)
1 C -1.33 2.24 0.67  -0.608
2 C -0.29 1.16 0.93  -0.420
3 C -0.36 0.04 -0.11  0.084
4 O -0.21 0.54 -1.43  -0.725
5 C 0.71 -1.04 0.12  0.079
6 C 0.45 -2.27 -0.74  -0.641
7 O 1.95 -0.42 -0.24  -0.742
8 H -1.21 2.65 -0.34  0.221
9 H -2.35 1.84 0.74  0.198
10 H -1.24 3.07 1.38  0.207
11 H 0.72 1.59 0.92  0.208
12 H -0.44 0.72 1.93  0.198
13 H -1.35 -0.43 -0.07  0.172
14 H 0.75 0.67 -1.53  0.479
15 H 0.73 -1.32 1.18  0.164
16 H 0.35 -1.98 -1.79  0.227
17 H 1.26 -3.00 -0.64  0.202
18 H -0.48 -2.77 -0.43  0.220
19 H 2.56 -1.11 -0.54  0.476

***

3 unconnected molecules or ions with the total composition C5H12O2 at a distorted geometry. Source: OMol25; level of theory: ωB97M-V/def2-TZVPD.

## Properties
F_max = 1.2 eV/A
structure (SMILES) = C=C/C=C/C.O.O
energy relative to the best compared isomer or geometry (same formula, charge and spin) = 190.9 kJ/mol
lowest unoccupied orbital energy = 0.025 Eh

Last column: natural (NBO) charge in e.
Element x y z (Å)
1 C 1.03 -0.24 -0.14  -0.387
2 C -0.21 -0.05 -0.60  -0.213
3 C -0.67 0.83 -1.69  -0.248
4 C 0.13 1.49 -2.51  -0.137
5 C -0.30 2.36 -3.66  -0.643
6 H 1.20 -0.92 0.69  0.211
7 H 1.93 0.21 -0.55  0.185
8 H -1.01 -0.54 -0.07  0.197
9 H -1.75 0.90 -1.78  0.200
10 H 1.21 1.41 -2.47  0.189
11 H -0.15 1.84 -4.62  0.218
12 H 0.24 3.28 -3.72  0.216
13 H -1.37 2.62 -3.65  0.209
14 O 1.85 -3.25 1.94  -0.945
15 H 2.13 -3.93 2.57  0.473
16 H 2.19 -3.51 1.08  0.473
17 O -2.31 -0.91 6.73  -0.939
18 H -1.49 -1.28 6.38  0.469
19 H -2.64 -0.31 6.05  0.469